a) A cluster of 2 separate species, CH6FN4 in total. Source: the Open Molecules 2025 dataset; level of theory: wB97M-V/def2-TZVPD.

Bonds (Å) are listed after each position.
CARTESIAN COORDINATES (ANGSTROEM)
1 C 0.764 -0.183 -0.050  N2 1.300, N3 1.334, N4 1.417
2 N 0.175 0.935 -0.354  C1 1.300
3 N 0.665 -1.486 -0.320  C1 1.334, H7 1.048, H8 0.958
4 N 1.830 0.496 0.592  C1 1.417, H9 1.018, H10 1.039
5 N -1.897 0.682 -0.348  F6 1.384, H11 1.019, H12 1.000
6 F -2.214 -0.075 0.766  N5 1.384
7 H -0.205 -1.834 -0.790  N3 1.048
8 H 1.140 -2.075 0.267  N3 0.958
9 H 1.515 1.057 1.380  N4 1.018
10 H 2.770 0.822 0.293  N4 1.039
11 H -2.098 0.147 -1.191  N5 1.019
12 H -2.444 1.513 -0.245  N5 1.000

Properties
Total charge = +1
Multiplicity = 1

=====

b) A cluster of 2 separate species, CH6FN4 in total. Source: the Open Molecules 2025 dataset; level of theory: wB97M-V/def2-TZVPD.

Bonds (Å) are listed after each position.
CARTESIAN COORDINATES (ANGSTROEM)
1 C 0.442 1.242 0.509  N4 1.361, F6 1.344, H7 1.135
2 N 2.755 -0.406 0.218  N3 1.207, H8 0.958
3 N 1.599 -0.380 -0.130  N2 1.207
4 N -0.771 0.624 0.494  C1 1.361, N5 1.414, H9 1.004
5 N -1.244 -0.036 -0.663  N4 1.414, H10 1.014, H11 1.062, H12 0.966
6 F 0.535 2.052 -0.560  C1 1.344
7 H 0.829 1.564 1.526  C1 1.135
8 H 3.315 -1.083 -0.167  N2 0.958
9 H -1.421 0.533 1.253  N4 1.004
10 H -2.199 -0.354 -0.788  N5 1.014
11 H -0.616 -0.819 -1.012  N5 1.062
12 H -0.984 0.583 -1.358  N5 0.966

Properties
Total charge = +1
Multiplicity = 1

=====

Consider the structures shown above. The most stable of them is a).